1.
{
  "formula": "C41H45Cl2CrN4OPS3",
  "method": "ωB97M-V/def2-TZVPD",
  "elements": ["Cr", "C", "C", "C", "P", "C", "C", "C", "C", "C", "C", "C", "C", "C", "C", "N", "C", "C", "C", "C", "C", "C", "C", "C", "C", "H", "H", "H", "H", "H", "H", "H", "H", "H", "H", "H", "H", "H", "H", "H", "H", "H", "H", "H", "H", "H", "H", "H", "H", "H", "H", "H", "H", "H", "H", "H", "Cl", "C", "C", "C", "Cl", "C", "C", "C", "C", "N", "C", "C", "O", "H", "H", "H", "H", "S", "C", "N", "C", "C", "S", "H", "H", "H", "H", "H", "S", "C", "N", "C", "C", "C", "C", "C", "C", "H", "H", "H", "H", "H"],
  "coordinates": [[-0.481, -0.107, 0.134], [-2.663, 0.547, 3.385], [-2.208, 1.910, 2.871], [-2.007, 2.863, 4.045], [-0.768, 1.766, 1.648], [0.675, 2.685, 2.407], [1.332, 1.944, 3.564], [1.675, 2.884, 1.270], [-1.360, 3.009, 0.463], [-1.865, 4.257, 0.800], [-2.446, 5.086, -0.146], [-3.042, 6.408, 0.244], [-2.500, 4.634, -1.466], [-1.988, 3.412, -1.832], [-1.402, 2.555, -0.874], [-0.914, 1.323, -1.150], [-0.927, 0.926, -2.501], [-1.943, 0.084, -2.973], [-3.182, -0.136, -2.151], [-1.845, -0.449, -4.248], [-0.772, -0.146, -5.076], [-0.645, -0.771, -6.434], [0.137, 0.812, -4.652], [0.055, 1.383, -3.391], [0.937, 2.544, -3.027], [-3.626, 0.643, 3.888], [-1.952, 0.138, 4.100], [-2.778, -0.158, 2.561], [-3.014, 2.306, 2.237], [-1.301, 2.457, 4.765], [-2.959, 3.006, 4.553], [-1.651, 3.838, 3.727], [0.315, 3.664, 2.744], [1.764, 1.010, 3.211], [0.628, 1.724, 4.362], [2.136, 2.551, 3.980], [2.006, 1.909, 0.909], [2.545, 3.444, 1.615], [1.212, 3.434, 0.449], [-1.826, 4.601, 1.824], [-2.728, 6.691, 1.246], [-4.132, 6.352, 0.235], [-2.744, 7.194, -0.447], [-2.965, 5.257, -2.218], [-2.057, 3.078, -2.858], [-3.854, 0.715, -2.293], [-2.953, -0.203, -1.082], [-3.701, -1.039, -2.466], [-2.624, -1.106, -4.606], [-1.108, -1.755, -6.449], [0.403, -0.870, -6.712], [-1.139, -0.150, -7.183], [0.923, 1.131, -5.325], [1.892, 2.498, -3.546], [1.101, 2.596, -1.953], [0.448, 3.474, -3.328], [-2.172, -3.630, -2.954], [-2.104, -3.644, -1.225], [-2.702, -4.694, -0.534], [-2.652, -4.746, 0.842], [-3.399, -6.080, 1.659], [-1.999, -3.749, 1.592], [-1.830, -3.751, 2.992], [-1.087, -2.739, 3.562], [-0.580, -1.708, 2.776], [-0.779, -1.624, 1.457], [-1.439, -2.665, 0.875], [-1.464, -2.592, -0.549], [-0.868, -1.587, -1.086], [-3.204, -5.473, -1.084], [-2.253, -4.548, 3.582], [-0.886, -2.741, 4.621], [0.022, -0.923, 3.212], [2.177, -0.824, 1.468], [3.305, -1.596, 0.560], [3.229, -2.884, 0.161], [4.191, -3.383, -0.791], [5.321, -2.358, -0.905], [4.814, -0.871, 0.029], [2.346, -3.358, 0.276], [3.716, -3.549, -1.768], [4.584, -4.343, -0.437], [5.508, -2.062, -1.937], [6.252, -2.711, -0.462], [3.742, 0.533, -3.114], [2.682, 0.525, -1.730], [1.844, -0.436, -1.641], [1.992, -1.317, -2.682], [1.320, -2.521, -2.865], [1.615, -3.299, -3.962], [2.573, -2.901, -4.894], [3.271, -1.723, -4.728], [2.987, -0.949, -3.616], [2.779, 1.310, -1.007], [0.569, -2.811, -2.150], [1.095, -4.236, -4.101], [2.770, -3.523, -5.754], [4.018, -1.404, -5.438]],
  "multiplicity": 5,
  "e_above_lowest_kj_mol": 105.5,
  "homo_energy_ha": [-0.230, -0.244],
  "homo_lumo_gap_ev": [5.978, 6.250]
}

2.
{
  "formula": "C41H46As2B2F2GdN6",
  "method": "ωB97M-V/def2-TZVPD",
  "elements": ["Gd", "C", "C", "C", "C", "C", "N", "N", "B", "N", "N", "C", "C", "C", "C", "C", "N", "N", "C", "C", "C", "C", "C", "H", "H", "H", "H", "H", "H", "H", "H", "H", "H", "H", "H", "H", "H", "H", "H", "H", "H", "H", "H", "H", "H", "C", "C", "As", "C", "C", "C", "C", "C", "C", "C", "C", "C", "C", "C", "C", "As", "C", "C", "C", "C", "C", "C", "C", "C", "C", "C", "C", "C", "H", "H", "H", "H", "H", "H", "H", "H", "H", "H", "H", "H", "H", "H", "H", "H", "H", "H", "H", "H", "H", "H", "H", "H", "F", "B", "F"],
  "coordinates": [[0.538, -0.139, 0.541], [0.814, -3.499, 2.088], [0.317, -2.509, 3.093], [-0.270, -2.599, 4.359], [-0.417, -1.314, 4.791], [-0.934, -0.872, 6.120], [0.031, -0.484, 3.839], [0.476, -1.257, 2.761], [0.344, 1.050, 3.846], [-0.621, 1.815, 2.934], [-0.830, 1.564, 1.601], [-1.607, 2.537, 1.104], [-2.129, 2.614, -0.284], [-1.868, 3.495, 2.149], [-1.234, 2.960, 3.254], [-1.056, 3.676, 4.567], [1.793, 1.217, 3.350], [2.204, 0.952, 2.071], [3.507, 1.124, 2.067], [4.254, 0.898, 0.834], [3.990, 1.485, 3.312], [2.866, 1.484, 4.105], [2.857, 1.931, 5.526], [0.092, -4.370, 2.000], [1.837, -3.854, 2.276], [0.865, -3.011, 1.093], [-0.572, -3.497, 4.848], [-1.692, -1.603, 6.574], [-1.460, 0.119, 5.991], [-0.128, -0.749, 6.875], [0.310, 1.447, 4.959], [-3.002, 1.921, -0.376], [-1.437, 2.325, -1.064], [-2.543, 3.601, -0.584], [-2.305, 4.462, 2.018], [-1.675, 4.597, 4.518], [0.002, 4.046, 4.633], [-1.266, 3.101, 5.474], [3.679, 1.175, -0.054], [4.545, -0.151, 0.725], [5.168, 1.502, 0.764], [5.022, 1.544, 3.596], [3.900, 2.107, 5.831], [2.307, 1.338, 6.207], [2.321, 2.832, 5.475], [-1.324, -1.868, -3.273], [0.165, -2.268, -3.038], [1.309, -0.754, -2.489], [1.041, 0.800, -3.651], [1.598, 1.926, -3.095], [1.586, 3.225, -3.851], [1.232, 3.025, -5.351], [0.794, 1.844, -5.850], [0.581, 0.677, -4.976], [3.023, -1.484, -2.988], [3.754, -1.038, -4.105], [4.942, -1.621, -4.437], [5.473, -2.642, -3.593], [4.834, -2.995, -2.453], [3.616, -2.396, -2.155], [-1.857, -0.805, -1.730], [-3.736, -0.261, -2.191], [-3.801, 0.804, -3.068], [-5.043, 1.187, -3.579], [-6.194, 0.498, -3.255], [-6.162, -0.575, -2.339], [-4.926, -0.938, -1.833], [-2.293, -2.146, -0.300], [-2.343, -3.525, -0.431], [-2.518, -4.333, 0.674], [-2.849, -3.797, 1.890], [-3.022, -2.418, 2.087], [-2.750, -1.612, 0.963], [-1.915, -2.788, -3.396], [-1.493, -1.268, -4.191], [0.525, -2.758, -3.923], [0.228, -3.045, -2.221], [2.149, 1.854, -2.144], [2.530, 3.771, -3.727], [1.216, 3.980, -5.934], [0.531, 1.603, -6.851], [0.398, -0.235, -5.512], [3.302, -0.272, -4.695], [5.493, -1.219, -5.260], [6.381, -3.181, -3.826], [5.308, -3.629, -1.716], [3.137, -2.664, -1.159], [-2.938, 1.468, -3.206], [-5.071, 1.918, -4.286], [-7.129, 0.823, -3.688], [-7.122, -1.068, -1.980], [-4.879, -1.815, -1.179], [-2.146, -4.071, -1.305], [-2.395, -5.367, 0.572], [-2.897, -4.471, 2.772], [-3.430, -2.009, 3.031], [-2.802, -0.514, 1.077], [0.297, 4.010, -1.813], [0.599, 4.168, -3.131], [0.001, 5.257, -3.701]],
  "multiplicity": 8,
  "charge": 1,
  "e_above_lowest_kj_mol": 348.1,
  "homo_energy_ha": [-0.315, -0.399],
  "homo_lumo_gap_ev": [6.536, 7.617]
}

3.
{
  "formula": "C41H46Br2CuN5OTe",
  "method": "ωB97M-V/def2-TZVPD",
  "elements": ["Cu", "Br", "C", "C", "C", "N", "C", "C", "C", "C", "C", "Br", "C", "C", "N", "H", "H", "H", "H", "H", "H", "C", "C", "N", "C", "C", "N", "C", "C", "H", "H", "H", "H", "H", "H", "H", "H", "H", "H", "H", "H", "H", "C", "C", "C", "C", "C", "C", "Te", "N", "C", "O", "C", "C", "C", "C", "C", "C", "C", "C", "C", "C", "C", "C", "C", "C", "C", "C", "C", "C", "H", "H", "H", "H", "H", "H", "H", "H", "H", "H", "H", "H", "H", "H", "H", "H", "H", "H", "H", "H", "H", "H", "H", "H", "H", "H", "H"],
  "coordinates": [[-0.605, 1.184, 0.435], [0.370, -1.709, 6.482], [-0.059, -0.788, 4.910], [-1.302, -0.949, 4.319], [-1.548, -0.264, 3.144], [-0.662, 0.546, 2.563], [0.534, 0.701, 3.141], [0.876, 0.046, 4.317], [1.504, 1.569, 2.411], [2.688, 1.996, 2.990], [3.569, 2.750, 2.229], [5.198, 3.311, 2.962], [3.242, 3.071, 0.924], [2.035, 2.612, 0.430], [1.179, 1.884, 1.148], [-2.052, -1.597, 4.752], [-2.496, -0.385, 2.632], [1.855, 0.150, 4.760], [2.936, 1.755, 4.013], [3.909, 3.648, 0.299], [1.747, 2.822, -0.593], [-4.440, 3.608, 1.209], [-3.348, 2.514, 1.132], [-2.035, 3.117, 0.896], [-1.692, 4.023, 1.988], [-2.733, 5.165, 2.086], [-3.755, 4.933, 1.005], [-3.101, 4.970, -0.350], [-2.046, 3.840, -0.378], [-4.937, 3.650, 2.176], [-5.192, 3.512, 0.430], [-3.550, 1.816, 0.319], [-3.309, 1.954, 2.065], [-0.696, 4.429, 1.809], [-1.660, 3.454, 2.917], [-2.304, 6.150, 1.914], [-3.267, 5.176, 3.034], [-4.453, 5.672, 1.053], [-2.672, 5.963, -0.472], [-3.889, 4.835, -1.088], [-1.053, 4.254, -0.553], [-2.257, 3.123, -1.169], [1.449, -7.761, -0.730], [1.128, -6.298, -0.647], [1.355, -5.450, -1.723], [1.073, -4.089, -1.669], [1.340, -3.239, -2.878], [0.536, -3.586, -0.477], [0.146, -1.540, -0.205], [-1.025, -1.321, -1.777], [-1.774, -0.251, -1.816], [-1.749, 0.780, -1.049], [-2.780, -0.222, -2.924], [-3.229, -1.405, -3.505], [-4.162, -1.364, -4.529], [-4.637, -0.145, -4.992], [-4.182, 1.038, -4.426], [-3.262, 0.998, -3.390], [2.054, -0.738, -0.680], [2.331, 0.066, -1.793], [1.329, 0.434, -2.853], [3.623, 0.575, -1.916], [4.614, 0.339, -0.973], [5.986, 0.933, -1.116], [4.295, -0.445, 0.129], [3.031, -0.995, 0.295], [2.774, -1.861, 1.501], [0.272, -4.415, 0.625], [-0.320, -3.918, 1.922], [0.581, -5.762, 0.515], [1.827, -8.031, -1.714], [0.563, -8.364, -0.527], [2.204, -8.032, 0.010], [1.762, -5.858, -2.641], [1.556, -3.869, -3.739], [2.201, -2.587, -2.721], [0.476, -2.620, -3.118], [-2.844, -2.349, -3.146], [-4.517, -2.286, -4.971], [-5.358, -0.116, -5.799], [-4.539, 1.989, -4.800], [-2.892, 1.917, -2.952], [0.835, -0.435, -3.277], [1.824, 0.973, -3.659], [0.545, 1.081, -2.446], [3.856, 1.178, -2.787], [6.125, 1.384, -2.097], [6.757, 0.176, -0.975], [6.152, 1.705, -0.360], [5.056, -0.649, 0.876], [3.596, -1.777, 2.210], [2.675, -2.913, 1.224], [1.860, -1.573, 2.033], [-1.183, -3.269, 1.768], [0.414, -3.364, 2.516], [-0.655, -4.761, 2.523], [0.378, -6.417, 1.355]],
  "charge": 2,
  "homo_energy_ha": -0.473,
  "homo_lumo_gap_ev": 7.640
}

4.
{
  "formula": "C41H46ClGeN4OPSeTi",
  "method": "ωB97M-V/def2-TZVPD",
  "elements": ["Ti", "O", "C", "N", "C", "C", "C", "C", "C", "C", "N", "C", "C", "C", "C", "C", "N", "H", "H", "H", "H", "H", "H", "H", "H", "H", "H", "Cl", "C", "C", "C", "C", "C", "C", "P", "C", "C", "C", "C", "C", "C", "C", "C", "C", "C", "C", "C", "H", "H", "H", "H", "H", "H", "H", "H", "H", "H", "H", "H", "H", "H", "C", "Ge", "C", "C", "C", "Se", "C", "H", "H", "H", "H", "H", "H", "H", "H", "H", "H", "H", "H", "H", "H", "C", "C", "C", "C", "C", "C", "N", "H", "H", "H", "H", "H", "H", "H", "H"],
  "coordinates": [[-0.039, 0.426, 0.113], [-3.676, -0.787, 1.082], [-2.478, -0.616, 1.029], [-1.857, 0.588, 0.805], [-2.822, 1.690, 0.880], [-2.202, 2.997, 1.268], [-3.004, 3.980, 1.837], [-2.439, 5.195, 2.176], [-1.086, 5.389, 1.927], [-0.371, 4.356, 1.359], [-0.906, 3.173, 1.030], [-1.541, -1.715, 1.405], [-2.050, -2.935, 1.812], [-1.221, -3.804, 2.502], [0.065, -3.379, 2.805], [0.504, -2.160, 2.323], [-0.261, -1.347, 1.588], [-3.370, 1.818, -0.058], [-3.575, 1.410, 1.617], [-4.054, 3.786, 2.008], [-3.041, 5.972, 2.628], [-0.594, 6.319, 2.171], [0.688, 4.479, 1.169], [-3.091, -3.148, 1.609], [-1.584, -4.767, 2.835], [0.729, -3.977, 3.413], [1.501, -1.819, 2.564], [-1.090, 2.187, -1.391], [-1.815, 1.493, -2.811], [-2.530, 2.337, -3.644], [-3.127, 1.809, -4.776], [-2.994, 0.457, -5.068], [-2.282, -0.368, -4.219], [-1.680, 0.137, -3.064], [-0.841, -1.031, -1.926], [-2.157, -2.305, -1.864], [-1.924, -3.662, -2.082], [-2.970, -4.569, -1.993], [-4.249, -4.135, -1.681], [-4.493, -2.780, -1.504], [-3.456, -1.870, -1.594], [0.490, -1.703, -2.973], [0.913, -1.011, -4.107], [1.963, -1.498, -4.870], [2.618, -2.663, -4.501], [2.214, -3.348, -3.363], [1.164, -2.870, -2.600], [-2.622, 3.388, -3.403], [-3.696, 2.461, -5.424], [-3.452, 0.044, -5.955], [-2.179, -1.423, -4.442], [-0.946, -4.016, -2.366], [-2.775, -5.618, -2.176], [-5.060, -4.846, -1.592], [-5.494, -2.428, -1.292], [-3.666, -0.815, -1.473], [0.429, -0.090, -4.400], [2.268, -0.957, -5.756], [3.445, -3.035, -5.089], [2.721, -4.256, -3.066], [0.879, -3.404, -1.703], [1.349, -1.100, 5.412], [2.464, 0.472, 5.010], [4.252, 0.266, 5.790], [1.603, 2.174, 5.473], [2.821, 0.573, 3.021], [1.370, 1.476, 2.053], [2.516, 2.621, 0.969], [1.180, -1.135, 6.488], [1.864, -2.020, 5.131], [0.376, -1.067, 4.921], [4.166, 0.185, 6.874], [4.882, 1.124, 5.561], [4.743, -0.633, 5.420], [1.481, 2.252, 6.552], [0.621, 2.266, 5.009], [2.221, 3.009, 5.140], [3.077, -0.393, 2.591], [3.685, 1.224, 2.890], [3.086, 3.271, 1.629], [1.875, 3.212, 0.319], [3.186, 2.005, 0.375], [2.290, -1.472, -0.056], [2.411, -0.333, -1.012], [3.433, -0.148, -1.884], [3.183, 1.074, -2.564], [2.013, 1.591, -2.093], [1.486, 2.906, -2.596], [1.484, 0.730, -1.105], [3.057, -2.206, -0.296], [1.321, -1.973, -0.120], [2.464, -1.149, 0.969], [4.270, -0.813, -2.029], [3.808, 1.525, -3.317], [2.299, 3.391, -3.133], [1.164, 3.586, -1.809], [0.670, 2.779, -3.310]],
  "charge": 2,
  "e_above_lowest_kj_mol": 214.1,
  "homo_energy_ha": -0.473,
  "homo_lumo_gap_ev": 5.850
}

Electronic energy (computed, eV): -146519.93879, -201499.67118, -244767.57695, -218048.16538
Max |F| (computed, hartree/bohr): 0.0453, 0.0581, 0.0089, 0.0208